{
  "formula": "C78H152N18",
  "method": "wB97M-V/def2-TZVPD",
  "e_homo_ev": -10.485,
  "e_tot_ha": -4048.565325,
  "gap_ev": 10.59,
  "elements": ["C", "C", "C", "C", "C", "C", "H", "H", "H", "H", "H", "H", "H", "H", "H", "H", "H", "H", "H", "H", "C", "C", "C", "C", "C", "C", "H", "H", "H", "H", "H", "H", "H", "H", "H", "H", "H", "H", "H", "H", "C", "C", "C", "C", "C", "C", "H", "H", "H", "H", "H", "H", "H", "H", "H", "H", "H", "H", "H", "H", "C", "C", "C", "C", "C", "C", "H", "H", "H", "H", "H", "H", "H", "H", "H", "H", "H", "H", "H", "H", "C", "C", "C", "C", "C", "C", "H", "H", "H", "H", "H", "H", "H", "H", "H", "H", "H", "H", "H", "H", "C", "C", "C", "C", "C", "C", "H", "H", "H", "H", "H", "H", "H", "H", "H", "H", "H", "H", "H", "H", "C", "C", "C", "C", "C", "C", "H", "H", "H", "H", "H", "H", "H", "H", "H", "H", "H", "H", "H", "H", "C", "C", "N", "H", "H", "H", "C", "C", "N", "H", "H", "H", "C", "C", "N", "H", "H", "H", "C", "C", "N", "H", "H", "H", "C", "C", "N", "H", "H", "H", "C", "C", "N", "H", "H", "H", "C", "C", "N", "H", "H", "H", "C", "C", "N", "H", "H", "H", "C", "C", "N", "H", "H", "H", "C", "C", "N", "H", "H", "H", "C", "C", "N", "H", "H", "H", "C", "C", "N", "H", "H", "H", "C", "C", "N", "H", "H", "H", "C", "C", "N", "H", "H", "H", "C", "C", "N", "H", "H", "H", "C", "C", "N", "H", "H", "H", "C", "C", "N", "H", "H", "H", "C", "C", "N", "H", "H", "H"],
  "coordinates": [[-1.03038, 2.24183, -3.72767], [-0.28483, 2.98694, -4.80583], [-1.11379, 3.03580, -6.11539], [-0.49184, 3.88693, -7.17901], [-0.26412, 5.39807, -6.90039], [0.14293, 6.21028, -8.13723], [-0.51158, 2.26825, -2.76943], [-1.10793, 1.18088, -3.96531], [-2.05501, 2.57612, -3.56489], [-0.05557, 3.97573, -4.40854], [0.73115, 2.59850, -4.87654], [-2.11137, 3.41979, -5.90214], [-1.32332, 2.04343, -6.51463], [0.42405, 3.38998, -7.49881], [-1.17515, 3.82650, -8.02607], [-1.22705, 5.78006, -6.56132], [0.39652, 5.64028, -6.06793], [-0.44178, 5.95891, -9.02212], [0.31611, 7.25763, -7.88993], [1.11612, 5.82587, -8.44261], [-1.35602, 4.45978, 7.46385], [-0.76048, 3.35017, 6.50748], [0.20106, 3.83976, 5.37379], [0.78807, 2.70135, 4.55031], [1.30539, 3.29168, 3.21356], [1.98896, 2.23298, 2.39862], [-1.96361, 3.99872, 8.24255], [-1.90943, 5.18565, 6.86808], [-0.54344, 5.04134, 7.89928], [-0.21672, 2.59345, 7.07301], [-1.64220, 2.83902, 6.12096], [1.01002, 4.39498, 5.84857], [-0.40135, 4.52466, 4.77705], [1.53959, 2.27925, 5.21751], [0.01652, 1.97250, 4.30214], [0.43708, 3.59159, 2.62688], [1.96220, 4.13638, 3.42136], [1.58830, 1.24852, 2.64025], [1.97981, 2.32323, 1.31240], [3.06439, 2.20639, 2.57430], [5.08678, 4.93579, -3.16177], [3.57423, 5.22419, -3.39361], [2.91752, 5.82117, -2.19580], [2.83402, 4.88593, -0.91515], [2.17895, 5.53732, 0.25919], [0.66738, 5.74291, 0.15871], [5.59383, 5.87416, -2.93712], [5.54655, 4.48100, -4.03919], [5.35322, 4.23608, -2.36962], [3.40534, 5.88374, -4.24483], [3.00481, 4.31796, -3.60003], [1.95221, 6.17862, -2.55429], [3.34606, 6.79737, -1.96893], [2.32246, 3.96536, -1.19615], [3.86971, 4.59243, -0.74395], [2.45263, 5.07476, 1.20748], [2.73436, 6.45795, 0.43822], [0.37735, 6.23269, -0.77086], [0.08192, 4.84905, 0.37395], [0.42577, 6.42900, 0.97050], [-2.43723, -1.73332, 1.23149], [-1.17575, -0.90224, 0.91501], [-0.57797, -1.33258, -0.46329], [0.39129, -0.32979, -0.91239], [0.99526, -0.74281, -2.28242], [2.23302, 0.05587, -2.73234], [-2.25165, -2.78201, 1.46369], [-3.17227, -1.75886, 0.42703], [-2.88584, -1.32826, 2.13856], [-1.43620, 0.15416, 0.98059], [-0.43449, -1.14545, 1.67624], [-1.31984, -1.38358, -1.26024], [-0.19695, -2.35352, -0.43919], [-0.09187, 0.60854, -1.18474], [1.16177, -0.17762, -0.15654], [1.30931, -1.78456, -2.21750], [0.31545, -0.55846, -3.11425], [2.64735, -0.41031, -3.62627], [2.02037, 1.05578, -3.11058], [2.93974, 0.01954, -1.90329], [5.64572, 2.32794, 0.24481], [6.97416, 2.13015, -0.60978], [6.78103, 1.23915, -1.82854], [8.01737, 0.83750, -2.61297], [7.63143, -0.22461, -3.63853], [8.81402, -0.97208, -4.24982], [4.85718, 2.54871, -0.47461], [5.73805, 3.13027, 0.97681], [5.44185, 1.38252, 0.74753], [7.40068, 3.08753, -0.90913], [7.65759, 1.58583, 0.04193], [6.00250, 1.60833, -2.49614], [6.27008, 0.33496, -1.49772], [8.45426, 1.73805, -3.04453], [8.74358, 0.36190, -1.95378], [6.95860, -0.97113, -3.21648], [7.05365, 0.32966, -4.37815], [9.29972, -0.30683, -4.96371], [9.55285, -1.18383, -3.47690], [8.55413, -1.91484, -4.73124], [-3.30629, -3.73407, 11.66349], [-3.07779, -5.01901, 10.83615], [-2.25401, -4.71887, 9.64873], [-2.37160, -5.72399, 8.43086], [-1.33389, -5.32634, 7.35505], [-1.93234, -4.18636, 6.52446], [-2.44822, -3.36073, 12.22246], [-4.04406, -3.93023, 12.44151], [-3.77237, -2.98437, 11.02410], [-2.73086, -5.91378, 11.35299], [-4.09356, -5.27893, 10.53821], [-1.22987, -4.59587, 10.00100], [-2.30085, -3.70228, 9.25830], [-2.24536, -6.72192, 8.85072], [-3.34952, -5.74981, 7.95013], [-0.40696, -5.01211, 7.83480], [-1.17960, -6.18266, 6.69853], [-2.11636, -3.26798, 7.08199], [-1.22697, -3.87131, 5.75550], [-2.81783, -4.48937, 5.96571], [-3.04059, 2.92834, 0.04791], [-2.55498, 4.29298, 0.72387], [-3.68977, 5.15039, 1.25151], [-3.30782, 6.27258, 2.26903], [-4.15196, 7.52728, 2.55275], [-4.47336, 8.26899, 1.28699], [-3.46644, 2.14197, 0.67111], [-2.19872, 2.37501, -0.36823], [-3.68595, 3.08925, -0.81564], [-1.89175, 4.13097, 1.57356], [-1.96598, 4.77720, -0.05504], [-4.50970, 4.53944, 1.62908], [-4.04833, 5.72828, 0.39970], [-3.16295, 5.69013, 3.17890], [-2.31870, 6.65300, 2.01403], [-5.13819, 7.28477, 2.94853], [-3.64968, 8.08724, 3.34159], [-4.95204, 9.22969, 1.47676], [-3.56429, 8.40590, 0.70137], [-5.14587, 7.61081, 0.73688], [0.44190, -1.30307, 4.45118], [-0.81627, -0.52242, 4.70889], [-1.81425, -0.00531, 4.91040], [0.58881, -2.01879, 5.26004], [1.26442, -0.59877, 4.32660], [0.27026, -1.99076, 3.62309], [2.99646, -7.78610, -6.37956], [2.56758, -6.78036, -5.41380], [2.17649, -6.03495, -4.62532], [3.30183, -7.37247, -7.34068], [2.13152, -8.38532, -6.66397], [3.81544, -8.38111, -5.97540], [-6.73868, 2.61890, -1.22555], [-8.11424, 2.21132, -0.94691], [-9.23584, 1.93031, -0.69365], [-6.45385, 3.38552, -0.50495], [-6.70955, 2.86061, -2.28802], [-6.05206, 1.77354, -1.18061], [5.01704, -3.94258, -4.81163], [4.75987, -4.42880, -6.16351], [4.61109, -4.90343, -7.21642], [5.92214, -3.33920, -4.88111], [5.20064, -4.71760, -4.06750], [4.27274, -3.20737, -4.50571], [-8.41347, -0.35267, 1.89113], [-7.44445, -0.63751, 0.87537], [-6.67593, -0.80725, 0.02603], [-7.98857, -0.26575, 2.89113], [-9.09369, -1.19505, 2.01691], [-9.01545, 0.52663, 1.66193], [4.32301, 1.43393, -7.53264], [4.18357, -0.00459, -7.27066], [4.10985, -1.17335, -7.11028], [3.32665, 1.81535, -7.75601], [4.88804, 1.52538, -8.46026], [4.81060, 2.12642, -6.84649], [-3.75279, -6.35271, -2.47394], [-3.35713, -5.69864, -1.21649], [-3.08064, -5.18017, -0.23107], [-4.08541, -7.37501, -2.29404], [-3.00791, -6.30535, -3.26830], [-4.61432, -5.76701, -2.79459], [-4.66569, -1.88489, 5.35084], [-6.10160, -1.70558, 5.34315], [-7.26721, -1.59335, 5.33381], [-4.35661, -2.74026, 5.95160], [-4.10462, -0.96960, 5.53939], [-4.46670, -2.26131, 4.34744], [-5.63531, -4.17392, 1.65069], [-4.96655, -4.57579, 2.89277], [-4.32792, -4.85347, 3.81985], [-5.37595, -3.13006, 1.47412], [-6.71003, -4.28031, 1.79819], [-5.35383, -4.78680, 0.79439], [1.48540, -2.84942, -5.85438], [0.73870, -1.62837, -6.18145], [0.12846, -0.68803, -6.49055], [1.76226, -3.35239, -6.78092], [0.98865, -3.45026, -5.09259], [2.38156, -2.47259, -5.36144], [4.24493, -5.17083, -1.69077], [3.74668, -5.81370, -0.48965], [3.33430, -6.34507, 0.46298], [4.08674, -5.89651, -2.48856], [5.29249, -4.94914, -1.48687], [3.74003, -4.23548, -1.93223], [-5.72192, -2.71760, -2.46606], [-6.57590, -2.11176, -3.45087], [-7.25004, -1.55268, -4.20225], [-4.95208, -3.28580, -2.98816], [-6.36085, -3.41005, -1.91799], [-5.30418, -1.97357, -1.78780], [0.44273, -5.32064, -1.79810], [-0.51953, -4.47222, -2.53899], [-1.26959, -3.76455, -3.09250], [0.49108, -6.14206, -2.51296], [-0.16316, -5.67927, -0.96600], [1.36066, -4.82464, -1.48269], [-2.63635, -1.19956, -4.42619], [-3.30337, -2.28224, -5.15596], [-3.84322, -3.18574, -5.68659], [-2.92359, -1.33943, -3.38407], [-2.94390, -0.19994, -4.73327], [-1.56150, -1.31811, -4.56307], [0.86590, -6.25667, 2.91423], [1.51161, -4.95822, 2.85363], [2.05742, -3.95671, 2.79577], [0.43447, -6.49103, 3.88739], [1.49941, -7.06026, 2.53871], [-0.00878, -6.25060, 2.26383], [8.02706, -1.51755, 0.70013], [7.59926, -2.06214, 1.98538], [7.30256, -2.47132, 3.02879], [8.77444, -0.73517, 0.83202], [7.17306, -1.09899, 0.16760], [8.42570, -2.34614, 0.11479], [-4.20147, 2.28513, 4.04393], [-5.63509, 2.33878, 4.38428], [-6.75562, 2.44278, 4.57529], [-3.74195, 3.26714, 4.15618], [-4.01606, 1.96082, 3.01994], [-3.74431, 1.56110, 4.71838], [3.22736, -1.44447, 1.55723], [4.03067, -1.81891, 0.39809], [4.73806, -2.04707, -0.51677], [3.64059, -1.80758, 2.49824], [2.21073, -1.83210, 1.49151], [3.03309, -0.37281, 1.60068]],
  "lowdin_charge": [-0.12, -0.25, -0.22, -0.23, -0.26, -0.12, 0.05, 0.04, 0.08, 0.09, 0.10, 0.11, 0.10, 0.10, 0.11, 0.10, 0.09, 0.07, 0.07, 0.06, -0.10, -0.25, -0.23, -0.22, -0.26, -0.12, 0.07, 0.06, 0.06, 0.10, 0.07, 0.11, 0.10, 0.12, 0.08, 0.09, 0.11, 0.05, 0.06, 0.07, -0.09, -0.26, -0.23, -0.20, -0.27, -0.09, 0.08, 0.06, 0.04, 0.10, 0.09, 0.10, 0.11, 0.11, 0.08, 0.09, 0.11, 0.07, 0.04, 0.07, -0.11, -0.22, -0.23, -0.23, -0.24, -0.09, 0.06, 0.06, 0.05, 0.10, 0.07, 0.10, 0.11, 0.10, 0.10, 0.09, 0.08, 0.05, 0.06, 0.05, -0.08, -0.24, -0.26, -0.22, -0.28, -0.10, 0.04, 0.07, 0.05, 0.10, 0.09, 0.11, 0.08, 0.12, 0.10, 0.10, 0.10, 0.07, 0.07, 0.06, -0.11, -0.28, -0.25, -0.19, -0.25, -0.13, 0.07, 0.06, 0.07, 0.11, 0.10, 0.11, 0.10, 0.10, 0.11, 0.10, 0.10, 0.06, 0.05, 0.04, -0.08, -0.23, -0.22, -0.21, -0.27, -0.12, 0.05, 0.04, 0.06, 0.09, 0.09, 0.10, 0.09, 0.09, 0.10, 0.10, 0.11, 0.07, 0.08, 0.07, -0.04, -0.23, 0.17, 0.08, 0.07, 0.05, -0.06, -0.25, 0.16, 0.07, 0.09, 0.09, -0.08, -0.27, 0.13, 0.08, 0.09, 0.06, -0.07, -0.29, 0.14, 0.08, 0.06, 0.06, -0.07, -0.26, 0.16, 0.06, 0.09, 0.07, -0.06, -0.23, 0.15, 0.08, 0.08, 0.08, -0.05, -0.27, 0.16, 0.08, 0.08, 0.07, -0.08, -0.27, 0.12, 0.06, 0.05, 0.05, -0.07, -0.26, 0.15, 0.06, 0.08, 0.05, -0.08, -0.27, 0.14, 0.08, 0.05, 0.03, -0.11, -0.27, 0.15, 0.06, 0.09, 0.06, -0.10, -0.30, 0.13, 0.05, 0.08, 0.05, -0.05, -0.27, 0.19, 0.06, 0.07, 0.06, -0.10, -0.29, 0.12, 0.06, 0.08, 0.03, -0.06, -0.26, 0.16, 0.08, 0.07, 0.08, -0.08, -0.28, 0.12, 0.08, 0.04, 0.08, -0.07, -0.28, 0.13, 0.07, 0.06, 0.03, -0.09, -0.22, 0.15, 0.08, 0.04, 0.06]
}